Density functional theory data (the ωB97M-V functional and the def2-TZVPD basis) for C16H19NO3 in the gas phase.

Values from the calculation:
Multiplicity: 1
Highest occupied orbital energy (eV): -8.42
Energy above the lowest of the compared OMol25 structures with the same formula, charge and spin (kJ/mol): 143.2
LUMO level (eV): 0.816

Each line ends with the natural charge from an NBO analysis.
Geometry (Å):
C -3.256 -1.266 -0.109  -0.5928
C -3.275 0.262 -0.036  -0.2335
C -3.912 0.733 1.273  -0.5948
C -1.884 0.826 -0.192  -0.0338
C -0.892 0.581 0.746  -0.2028
C 0.377 1.118 0.618  -0.2521
C 0.680 1.918 -0.477  0.2716
O 1.903 2.498 -0.718  -0.5026
C 2.899 2.390 0.270  -0.1634
C 3.418 0.962 0.475  0.6489
O 3.926 0.600 1.514  -0.6237
N 3.285 0.185 -0.618  -0.6069
C 3.453 -1.255 -0.560  -0.2748
C 2.136 -1.923 -0.332  0.2670
C 1.540 -2.378 0.806  -0.3073
C 0.258 -2.843 0.421  -0.3158
C 0.170 -2.626 -0.917  0.0942
O 1.298 -2.067 -1.384  -0.4064
C -0.301 2.157 -1.435  -0.2560
C -1.562 1.618 -1.288  -0.1857
H -2.840 -1.594 -1.058  0.2069
H -4.266 -1.660 -0.018  0.2065
H -2.649 -1.682 0.691  0.2016
H -3.887 0.635 -0.865  0.1995
H -3.368 0.344 2.130  0.2006
H -3.906 1.819 1.327  0.2129
H -4.941 0.388 1.336  0.2067
H -1.100 -0.039 1.604  0.2116
H 1.117 0.901 1.373  0.2212
H 3.726 3.014 -0.082  0.2213
H 2.559 2.780 1.237  0.2051
H 2.768 0.556 -1.403  0.4099
H 4.123 -1.466 0.276  0.2508
H 3.899 -1.597 -1.498  0.2174
H 1.964 -2.382 1.789  0.2352
H -0.485 -3.281 1.055  0.2279
H -0.608 -2.822 -1.627  0.2031
H -0.053 2.775 -2.284  0.2230
H -2.313 1.822 -2.039  0.2096

Cartesian forces (eV/Å) of the 6 atoms listed first:
C -0.136 0.228 -0.122
C -0.002 -0.131 0.175
C -0.042 0.018 -0.281
C -0.098 0.045 -0.089
C -0.133 0.056 -0.128
C 0.315 0.147 0.021

---

Density functional theory data (the ωB97M-V functional and the def2-TZVPD basis) for C16H20 in the gas phase at a distorted geometry.

Values from the calculation:
Multiplicity: 1
Highest occupied orbital energy (eV): -7.97
Energy above the lowest of the compared OMol25 structures with the same formula, charge and spin (kJ/mol): 157.7
LUMO level (eV): 0.143

Each line ends with the natural charge from an NBO analysis.
Geometry (Å):
C -2.854 1.518 -0.135  -0.3725
C -1.704 0.744 0.005  -0.0280
C -1.711 -0.616 0.178  -0.0141
C -2.811 -1.528 -0.076  -0.3484
C -0.277 -1.176 0.578  -0.0449
C -0.379 -2.238 1.689  -0.6081
C 1.027 -1.035 -0.325  -0.0368
C 2.184 -1.947 -0.088  -0.6378
C 0.970 -0.230 -1.628  -0.0364
C 1.740 -0.327 -2.701  -0.3737
C 0.219 1.032 -1.455  0.0264
C -0.187 1.926 -2.377  -0.3835
C -0.209 1.178 0.024  -0.1031
C 0.009 2.621 0.680  -0.5838
C 0.569 0.066 0.763  -0.0052
C 1.421 0.323 2.105  -0.6186
H -3.796 0.982 -0.163  0.1915
H -2.946 2.592 -0.449  0.2075
H -3.801 -1.107 -0.274  0.1926
H -2.679 -2.531 -0.009  0.1886
H 0.570 -2.429 2.162  0.2100
H -1.028 -1.813 2.500  0.2207
H -0.795 -3.153 1.337  0.2156
H 3.251 -1.683 -0.302  0.2311
H 1.965 -2.811 -0.785  0.2214
H 2.292 -2.337 0.910  0.2203
H 2.464 -1.158 -2.936  0.1965
H 1.894 0.483 -3.402  0.2004
H 0.046 1.835 -3.407  0.1934
H -0.670 2.833 -2.200  0.1949
H -0.484 3.345 0.062  0.2117
H -0.334 2.697 1.663  0.2134
H 1.124 2.827 0.768  0.2094
H 2.188 -0.432 2.204  0.2140
H 1.958 1.321 2.113  0.2215
H 0.776 0.229 2.971  0.2139

Cartesian forces (eV/Å) of the 6 atoms listed first:
C 1.944 -0.537 -0.596
C -1.338 4.975 0.180
C -2.111 -8.036 -1.022
C 2.915 6.203 0.850
C -0.874 0.792 0.257
C -0.098 1.776 0.316

---

Density functional theory data (the ωB97M-V functional and the def2-TZVPD basis) for C16H20AlN4S3Si as an isolated structure.

Values from the calculation:
Multiplicity: 1
Highest occupied orbital energy (eV): -11.45
Charge: +1
LUMO level (eV): -4.398

Each line ends with the natural charge from an NBO analysis.
Geometry (Å):
Al -1.484 0.725 -0.666  1.5451
C -6.004 -1.172 1.221  -0.7560
S -5.551 0.520 1.646  0.4145
C -4.085 0.771 0.782  -0.0723
S -3.362 -0.479 -0.186  -0.2056
N -3.656 2.018 0.871  -0.3759
N -2.546 2.220 0.131  -0.3594
C -2.069 3.393 -0.018  0.0862
C -0.927 3.489 -0.937  0.1665
C -0.260 4.664 -1.201  -0.2058
C 0.780 4.646 -2.123  -0.1047
C 1.114 3.458 -2.750  -0.2347
C 0.407 2.312 -2.427  0.1026
N -0.589 2.327 -1.539  -0.5773
H -6.972 -1.330 1.693  0.2509
H -5.281 -1.879 1.621  0.2394
H -6.101 -1.286 0.145  0.2411
H -2.514 4.258 0.462  0.2342
H -0.554 5.574 -0.696  0.2459
H 1.320 5.556 -2.350  0.2452
H 1.908 3.413 -3.482  0.2505
H 0.633 1.353 -2.872  0.2445
C 4.289 -2.686 0.479  -1.1236
Si 2.494 -2.839 0.015  1.6337
C 1.610 -4.143 1.011  -1.1144
C 2.336 -3.166 -1.806  -1.1248
C 1.644 -1.229 0.613  -0.4690
C 2.033 -0.741 1.857  -0.0948
C 1.369 0.306 2.501  -0.2659
C 0.281 0.857 1.881  0.0721
N -0.113 0.425 0.675  -0.6689
C 0.544 -0.578 0.035  0.1233
S -0.170 -0.916 -1.540  -0.2580
H 4.863 -3.479 -0.007  0.2552
H 4.453 -2.780 1.556  0.2411
H 4.701 -1.728 0.151  0.2443
H 2.045 -5.138 0.874  0.2512
H 0.560 -4.191 0.706  0.2453
H 1.641 -3.905 2.078  0.2398
H 2.980 -4.011 -2.066  0.2524
H 2.653 -2.307 -2.404  0.2451
H 1.313 -3.419 -2.086  0.2525
H 2.889 -1.189 2.354  0.2293
H 1.688 0.665 3.470  0.2424
H -0.312 1.645 2.329  0.2168

Cartesian forces (eV/Å) of the 6 atoms listed first:
Al -0.067 -0.033 0.234
C 0.085 0.036 0.062
S -0.054 -0.097 0.084
C -0.090 0.318 -0.333
S 0.054 0.087 0.011
N 0.087 -0.248 0.072